# 1
This record from the Open Molecules 2025 dataset describes a molecular structure, C28H26F3I2LuN4O3S. The level of theory is ωB97M-V/def2-TZVPD.

Atoms and positions in Å:
Lu1 -0.239 0.566 1.116
C1 3.233 -1.444 -0.564
C2 2.459 -0.689 0.447
O1 1.173 -0.751 0.371
C3 3.194 0.073 1.512
C4 4.564 -0.249 1.802
C5 5.285 0.335 2.876
C6 4.714 1.364 3.635
C7 3.400 1.765 3.280
C8 2.611 1.094 2.374
O2 1.301 1.390 2.339
H1 2.671 -1.846 -1.404
H2 3.705 -2.388 -0.131
H3 4.056 -0.838 -1.011
H4 5.125 -0.967 1.185
H5 6.333 0.056 2.981
H6 5.303 1.803 4.435
H7 2.973 2.586 3.864
I1 -5.135 1.397 3.482
C9 -3.463 0.563 4.221
C10 -3.516 0.251 5.577
C11 -2.482 -0.464 6.206
I2 -2.596 -0.427 8.342
C12 -1.432 -0.989 5.426
C13 -0.517 -2.028 5.868
C14 0.513 -2.427 5.039
C15 0.684 -1.830 3.748
N1 -0.179 -0.947 3.283
C16 -1.306 -0.581 4.041
C17 -2.310 0.259 3.411
O3 -2.130 0.772 2.218
H8 -4.326 0.656 6.181
H9 -0.536 -2.403 6.889
H10 1.232 -3.143 5.438
H11 1.477 -2.117 3.056
F1 -0.286 4.717 0.502
C18 -0.974 3.545 0.659
F2 -0.807 3.205 1.974
F3 -0.086 2.530 0.031
N2 -1.883 0.189 -0.908
C19 -2.241 -1.113 -1.467
C20 -2.214 -2.269 -0.704
C21 -2.628 -3.466 -1.273
C22 -3.116 -3.582 -2.591
C23 -3.141 -2.410 -3.348
C24 -2.676 -1.191 -2.805
H12 -1.307 0.666 -1.664
H13 -2.717 0.766 -0.807
H14 -1.961 -2.222 0.341
H15 -2.602 -4.371 -0.644
H16 -3.370 -4.571 -2.966
H17 -3.455 -2.395 -4.399
H18 -2.590 -0.293 -3.453
S1 0.553 0.493 -2.801
C25 0.441 1.004 -4.435
N3 0.134 0.192 -5.481
C26 -0.097 0.642 -6.853
C27 -0.438 2.097 -6.886
C28 0.512 2.939 -6.052
N4 0.727 2.284 -4.743
H19 -0.196 -0.756 -5.239
H20 -0.874 0.043 -7.361
H21 0.826 0.393 -7.436
H22 -1.472 2.207 -6.527
H23 -0.471 2.479 -7.912
H24 0.199 3.978 -5.856
H25 1.488 3.000 -6.494
H26 0.886 2.868 -3.938

Values from the calculation:
* E_HOMO: -6.60 eV
* frontier orbital gap: 5.6 eV
* 2S+1: 1

# 2
This record from the Open Molecules 2025 dataset describes a molecular structure, C28H26F6IN4O9S3TeW. The level of theory is ωB97M-V/def2-TZVPD.

Atoms and positions in Å:
W1 1.493 1.610 -0.064
O1 2.860 4.881 -1.112
S1 2.029 4.327 -0.104
O2 1.575 5.178 0.966
O3 2.720 3.081 0.579
O4 0.855 3.532 -0.704
F1 4.871 1.173 0.023
C1 5.151 1.685 -1.172
F2 5.165 3.002 -1.097
F3 6.344 1.248 -1.560
S2 3.913 1.138 -2.435
O5 2.571 1.526 -1.868
O6 4.243 1.889 -3.595
N1 4.127 -0.377 -2.542
S3 2.978 -1.495 -2.232
O7 2.855 -2.408 -3.367
O8 2.113 0.143 0.522
C2 3.986 -2.508 -1.018
F4 4.866 -3.277 -1.640
F5 3.110 -3.304 -0.368
F6 4.615 -1.763 -0.118
I1 -2.874 1.613 4.433
C3 -1.256 2.113 3.272
C4 -0.357 3.145 3.463
N2 0.551 3.075 2.491
N3 0.271 2.064 1.643
C5 -0.830 1.474 2.114
H1 -0.316 3.919 4.211
H2 1.208 3.805 2.198
H3 -1.259 0.619 1.621
C6 -2.632 -2.418 6.585
C7 -2.078 -2.200 5.203
C8 -0.752 -1.827 5.023
C9 -0.222 -1.584 3.751
C10 1.221 -1.205 3.558
C11 -1.113 -1.736 2.721
Te1 -0.272 -1.404 -0.575
N4 -0.204 0.591 -0.857
C12 -1.459 0.891 -1.300
O9 -2.344 0.028 -1.180
C13 -1.742 2.187 -1.954
C14 -3.004 2.753 -1.784
C15 -3.319 3.935 -2.430
C16 -2.387 4.535 -3.269
C17 -1.141 3.958 -3.460
C18 -0.813 2.787 -2.798
C19 -0.385 -1.963 -2.576
C20 -0.211 -1.011 -3.573
C21 -0.278 -1.398 -4.898
C22 -0.508 -2.730 -5.211
C23 -0.668 -3.671 -4.205
C24 -0.608 -3.309 -2.865
C25 -0.783 -4.339 -1.782
C26 -2.438 -2.095 2.796
C27 -3.334 -2.239 1.594
C28 -2.905 -2.333 4.090
H4 -1.835 -2.559 7.313
H5 -3.282 -3.293 6.618
H6 -3.224 -1.557 6.904
H7 -0.105 -1.717 5.888
H8 1.555 -0.540 4.356
H9 1.386 -0.712 2.602
H10 1.856 -2.092 3.580
H11 -3.723 2.257 -1.146
H12 -4.291 4.386 -2.287
H13 -2.636 5.458 -3.777
H14 -0.415 4.425 -4.112
H15 0.166 2.348 -2.945
H16 -0.001 0.021 -3.320
H17 -0.132 -0.666 -5.681
H18 -0.550 -3.042 -6.246
H19 -0.831 -4.711 -4.461
H20 -0.690 -5.345 -2.189
H21 -1.769 -4.257 -1.316
H22 -0.025 -4.248 -0.998
H23 -3.187 -1.431 0.876
H24 -4.381 -2.237 1.895
H25 -3.140 -3.183 1.078
H26 -3.944 -2.617 4.226

Values from the calculation:
* E_HOMO (alpha / beta): -8.75 / -9.33 eV
* frontier orbital gap (alpha / beta): 7.7 / 6.4 eV
* 2S+1: 4

# 3
This record from the Open Molecules 2025 dataset describes a molecular structure, C28H26N4O3Ti. The level of theory is ωB97M-V/def2-TZVPD.

Atoms and positions in Å:
Ti1 0.399 0.223 -0.286
O1 0.764 -0.502 -1.999
C1 0.591 -0.012 -3.219
C2 0.642 -0.865 -4.324
C3 0.459 -0.360 -5.596
C4 0.240 0.999 -5.823
C5 0.217 1.853 -4.744
C6 0.390 1.371 -3.436
C7 0.439 2.360 -2.378
N1 0.582 2.117 -1.126
C8 0.692 3.236 -0.161
C9 1.031 2.673 1.226
N2 0.137 1.526 1.400
C10 -0.952 1.725 2.067
C11 -2.197 1.032 1.869
C12 -3.251 1.254 2.779
C13 -4.526 0.837 2.491
C14 -4.782 0.246 1.243
C15 -3.783 0.042 0.320
C16 -2.461 0.389 0.638
O2 -1.497 0.177 -0.228
H1 0.812 -1.919 -4.155
H2 0.491 -1.039 -6.439
H3 0.100 1.372 -6.827
H4 0.066 2.916 -4.891
H5 0.377 3.399 -2.709
H6 -0.271 3.750 -0.110
H7 1.452 3.946 -0.492
H8 0.867 3.434 1.993
H9 2.072 2.359 1.267
H10 -0.979 2.565 2.766
H11 -3.039 1.768 3.709
H12 -5.328 0.995 3.198
H13 -5.796 -0.043 0.999
H14 -3.979 -0.413 -0.641
C17 0.449 -2.452 0.714
C18 0.079 -2.079 2.007
C19 -1.236 -2.232 2.424
C20 -2.178 -2.765 1.554
C21 -1.813 -3.138 0.268
C22 -0.502 -2.979 -0.155
H15 1.484 -2.391 0.391
H16 0.811 -1.694 2.706
H17 -1.524 -1.944 3.426
H18 -3.203 -2.887 1.879
H19 -2.552 -3.550 -0.407
H20 -0.210 -3.255 -1.159
N3 4.336 -1.749 3.554
C23 5.061 -0.817 2.882
O3 6.070 -0.306 3.316
C24 4.516 -0.381 1.550
C25 5.399 0.014 0.552
C26 4.894 0.457 -0.656
C27 3.520 0.519 -0.822
N4 2.663 0.171 0.142
C28 3.161 -0.278 1.301
H21 4.728 -2.084 4.420
H22 3.677 -2.338 3.076
H23 6.464 -0.027 0.740
H24 5.545 0.759 -1.464
H25 3.084 0.853 -1.755
H26 2.436 -0.521 2.069

Values from the calculation:
* E_HOMO (alpha / beta): -10.54 / -11.02 eV
* net charge: +1
* frontier orbital gap (alpha / beta): 7.4 / 7.9 eV
* 2S+1: 2

# 4
This record from the Open Molecules 2025 dataset describes a molecular structure, C28H26N5NiPS. The level of theory is ωB97M-V/def2-TZVPD.

Atoms and positions in Å:
Ni1 0.973 -0.505 0.898
N1 1.292 -3.534 3.958
C1 0.973 -2.534 2.997
S1 2.296 -1.790 2.135
N2 -0.255 -2.243 2.825
N3 -0.514 -1.220 1.911
C2 -1.859 -1.059 1.778
C3 -2.568 -0.056 1.196
C4 -4.015 -0.062 1.122
C5 -4.715 1.061 0.874
C6 -3.995 2.316 0.676
C7 -2.653 2.270 0.553
N4 -1.939 1.108 0.634
H1 2.056 -4.104 3.618
H2 0.473 -4.107 4.120
H3 -2.454 -1.870 2.196
H4 -4.525 -1.002 1.302
H5 -5.798 1.038 0.828
H6 -4.508 3.266 0.609
H7 -2.064 3.162 0.367
C8 0.078 2.215 -1.302
P1 -0.325 0.963 -0.012
C9 0.329 2.162 1.463
C10 1.557 2.828 1.379
C11 2.134 3.470 2.469
C12 1.496 3.466 3.702
C13 0.283 2.799 3.820
C14 -0.280 2.159 2.724
C15 -1.157 -0.183 -1.447
C16 -1.008 -1.567 -1.367
C17 -1.560 -2.429 -2.308
C18 -2.301 -1.925 -3.367
C19 -2.496 -0.552 -3.455
C20 -1.937 0.294 -2.504
H8 0.526 1.715 -2.158
H9 0.734 2.996 -0.932
H10 -0.853 2.681 -1.632
H11 2.118 2.826 0.452
H12 3.096 3.960 2.354
H13 1.946 3.956 4.558
H14 -0.225 2.761 4.779
H15 -1.211 1.624 2.866
H16 -0.437 -1.979 -0.539
H17 -1.402 -3.499 -2.213
H18 -2.727 -2.591 -4.110
H19 -3.088 -0.137 -4.266
H20 -2.136 1.357 -2.598
C21 2.366 -0.068 -0.409
C22 2.482 -1.060 -1.515
C23 2.602 -2.427 -1.245
C24 2.674 -3.352 -2.274
C25 2.618 -2.946 -3.602
C26 2.501 -1.592 -3.885
C27 2.439 -0.664 -2.854
H21 2.613 -2.746 -0.209
H22 2.757 -4.407 -2.033
H23 2.648 -3.675 -4.404
H24 2.437 -1.254 -4.913
H25 2.334 0.390 -3.081
N5 4.056 1.829 -0.355
C28 3.247 0.877 -0.387
H26 4.868 1.589 0.216

Values from the calculation:
* E_HOMO: 0.38 eV
* net charge: -2
* frontier orbital gap: 4.6 eV
* 2S+1: 1

Number 1: total energy -110373.095 eV. Number 2: total energy -119874.401 eV. Number 3: total energy -64675.098 eV. Number 4: total energy -98073.648 eV.